Entry 1:
{"formula": "C43H99N5O8", "method": "ωB97M-V/def2-TZVPD", "species": ["C", "C", "C", "C", "C", "C", "C", "C", "C", "N", "O", "H", "H", "H", "H", "H", "H", "H", "H", "H", "H", "H", "H", "H", "H", "H", "H", "H", "H", "H", "C", "C", "C", "C", "C", "C", "C", "C", "C", "N", "O", "H", "H", "H", "H", "H", "H", "H", "H", "H", "H", "H", "H", "H", "H", "H", "H", "H", "H", "H", "C", "C", "C", "C", "C", "C", "C", "C", "C", "N", "O", "H", "H", "H", "H", "H", "H", "H", "H", "H", "H", "H", "H", "H", "H", "H", "H", "H", "H", "H", "C", "C", "C", "C", "C", "C", "C", "C", "C", "N", "O", "H", "H", "H", "H", "H", "H", "H", "H", "H", "H", "H", "H", "H", "H", "H", "H", "H", "H", "H", "C", "O", "C", "C", "C", "N", "H", "H", "H", "H", "H", "H", "H", "H", "H", "H", "H", "C", "O", "H", "H", "H", "H", "C", "O", "H", "H", "H", "H", "C", "O", "H", "H", "H", "H"], "positions_angstrom": [[7.130, -0.558, 0.538], [7.442, 0.915, 0.241], [8.958, 1.057, 0.254], [6.981, 1.342, -1.141], [5.483, 1.494, -1.368], [4.970, 2.472, -0.254], [5.386, 2.031, 1.174], [4.991, 3.162, 2.137], [4.470, 0.794, 1.436], [6.816, 1.831, 1.218], [7.370, 1.654, 2.492], [6.101, -0.872, 0.384], [7.761, -1.127, -0.154], [7.426, -0.896, 1.531], [9.291, 2.042, -0.089], [9.387, 1.037, 1.261], [9.510, 0.295, -0.293], [7.421, 2.302, -1.441], [7.411, 0.739, -1.951], [5.269, 1.942, -2.337], [5.028, 0.508, -1.311], [3.882, 2.521, -0.306], [5.351, 3.469, -0.494], [5.185, 2.819, 3.154], [3.968, 3.487, 1.963], [5.655, 4.012, 1.968], [3.493, 1.093, 1.824], [4.966, 0.228, 2.234], [4.270, 0.076, 0.644], [7.982, 2.389, 2.601], [1.697, 1.100, 7.214], [0.883, 1.162, 5.905], [0.961, -0.146, 5.121], [-0.545, 1.472, 6.367], [-1.404, 2.023, 5.228], [-0.803, 3.283, 4.611], [0.642, 3.046, 4.103], [0.590, 2.380, 2.706], [1.276, 4.434, 3.982], [1.368, 2.258, 5.084], [2.746, 2.214, 4.805], [1.671, 1.951, 7.888], [1.362, 0.181, 7.710], [2.762, 0.888, 7.070], [0.585, -1.030, 5.639], [0.488, -0.112, 4.139], [2.016, -0.342, 4.899], [-0.913, 0.529, 6.774], [-0.646, 2.252, 7.127], [-1.419, 1.244, 4.454], [-2.440, 2.154, 5.544], [-0.840, 4.126, 5.302], [-1.423, 3.492, 3.736], [-0.101, 1.535, 2.712], [1.601, 2.121, 2.405], [0.086, 3.097, 2.053], [2.196, 4.478, 3.402], [1.353, 4.928, 4.949], [0.549, 5.033, 3.419], [2.893, 1.423, 4.260], [-1.942, -0.669, -6.730], [-2.458, 0.227, -5.592], [-1.347, 1.233, -5.230], [-3.613, 1.129, -6.022], [-4.954, 0.430, -6.140], [-5.263, -0.402, -4.900], [-4.096, -1.276, -4.334], [-4.475, -1.599, -2.876], [-4.008, -2.606, -5.134], [-2.864, -0.463, -4.371], [-1.797, -1.260, -3.894], [-1.278, -0.102, -7.382], [-1.354, -1.504, -6.350], [-2.762, -1.073, -7.326], [-0.551, 0.716, -4.685], [-0.947, 1.697, -6.129], [-1.694, 1.992, -4.528], [-3.768, 1.873, -5.230], [-3.464, 1.720, -6.929], [-5.742, 1.143, -6.371], [-4.848, -0.330, -6.925], [-6.006, -1.127, -5.250], [-5.721, 0.158, -4.083], [-5.554, -1.725, -2.787], [-4.142, -0.779, -2.243], [-4.030, -2.578, -2.694], [-4.159, -2.357, -6.185], [-4.809, -3.280, -4.821], [-3.090, -3.178, -5.007], [-1.547, -0.890, -3.036], [-3.700, -0.587, 1.053], [-4.432, 0.691, 1.470], [-4.435, 0.748, 2.998], [-3.756, 1.920, 0.840], [-4.585, 3.162, 1.002], [-5.925, 2.944, 0.265], [-6.678, 1.704, 0.743], [-7.291, 2.071, 2.124], [-7.755, 1.386, -0.302], [-5.800, 0.543, 0.908], [-6.429, -0.640, 1.275], [-4.278, -1.489, 1.244], [-3.573, -0.606, -0.034], [-2.729, -0.745, 1.527], [-5.203, 0.107, 3.437], [-3.530, 0.365, 3.478], [-4.517, 1.776, 3.359], [-2.717, 1.972, 1.190], [-3.533, 1.709, -0.214], [-4.746, 3.384, 2.062], [-4.129, 4.100, 0.674], [-5.651, 2.777, -0.781], [-6.438, 3.903, 0.336], [-6.666, 2.684, 2.773], [-7.511, 1.173, 2.707], [-8.207, 2.662, 2.032], [-8.721, 1.722, 0.085], [-7.904, 0.320, -0.477], [-7.531, 1.846, -1.260], [-7.120, -0.429, 1.928], [-0.225, -4.574, -1.864], [-0.033, -4.203, -0.544], [-0.437, -2.877, -0.188], [0.698, -1.893, -0.583], [0.723, -0.611, 0.242], [0.643, -1.499, -1.993], [-1.145, -4.158, -2.311], [-0.258, -5.631, -2.119], [0.489, -4.121, -2.567], [-1.429, -2.770, -0.637], [-0.524, -2.827, 0.897], [1.581, -2.495, -0.335], [1.659, -0.614, 0.810], [-0.128, -0.472, 0.910], [0.822, 0.285, -0.372], [0.900, -2.320, -2.542], [1.472, -0.943, -2.204], [2.616, -6.357, -3.445], [3.140, -6.558, -4.783], [1.893, -7.177, -3.374], [3.403, -6.647, -2.745], [2.158, -5.398, -3.258], [3.729, -7.313, -4.760], [4.742, -1.950, -2.578], [3.496, -2.414, -3.056], [4.579, -1.725, -1.526], [5.569, -2.664, -2.633], [5.098, -1.071, -3.122], [3.561, -2.843, -3.914], [1.924, -5.869, 1.457], [2.124, -6.689, 0.316], [1.003, -6.234, 1.907], [2.777, -5.689, 2.112], [1.627, -4.869, 1.110], [2.982, -6.537, -0.086]], "forces_ev_per_angstrom": [[0.44, -0.66, -0.59], [-0.29, -0.37, 0.41], [0.99, 0.96, 0.93], [0.04, 0.59, -1.90], [0.13, 0.57, 1.53], [0.54, -0.62, -0.86], [-1.83, 0.07, -1.08], [0.97, -0.44, -0.06], [0.62, -0.35, 1.69], [1.04, 0.79, -1.43], [-0.51, -0.54, 0.61], [-0.03, 0.19, -0.10], [-0.22, -0.21, 0.00], [0.02, 0.42, 0.15], [-0.28, -0.06, -0.38], [-0.35, -0.39, 0.11], [-0.38, -0.07, -0.29], [0.09, 0.21, 0.75], [-0.03, -0.66, 0.48], [0.06, -0.18, -0.12], [-0.38, 0.13, 0.00], [-0.07, 0.07, 0.21], [0.11, 0.02, 0.13], [-0.47, 0.17, 0.13], [-0.11, -0.18, 0.22], [-0.03, 0.05, -0.09], [0.06, 0.23, -0.05], [-0.28, -0.13, 0.07], [0.26, 0.32, -0.38], [-0.13, 0.08, -0.06], [0.90, -1.59, -0.31], [0.03, 1.15, 0.55], [0.56, -0.52, -0.16], [-0.68, 0.50, -0.70], [0.32, -1.09, -0.31], [-0.10, -0.95, -0.09], [-0.34, -0.16, 0.05], [-0.80, 0.60, 0.72], [-0.71, 0.34, -0.61], [0.19, 1.18, 0.84], [-0.12, -0.44, -0.10], [-0.56, 0.19, -0.25], [-0.22, 0.30, 0.40], [-0.06, 0.19, -0.44], [-0.02, 0.14, 0.18], [-0.30, 0.25, 0.13], [0.02, -0.16, 0.13], [-0.37, 0.14, 0.04], [0.78, -0.25, 0.36], [-0.25, 0.13, -0.12], [0.03, 0.18, 0.02], [0.04, 0.01, 0.05], [0.08, 0.48, 0.02], [0.39, -0.35, 0.04], [-0.12, -0.08, -0.42], [0.56, 0.03, -0.40], [0.21, -0.20, 0.32], [0.36, -0.22, 0.09], [0.09, 0.05, -0.06], [0.08, 0.14, -0.08], [-0.12, -0.19, 0.04], [0.46, 1.02, -0.51], [0.44, -0.70, 0.81], [-1.36, 0.52, 0.52], [0.98, -1.11, 0.06], [-0.20, -0.61, -0.21], [-0.57, 0.38, -0.57], [0.48, -0.33, -0.95], [-0.33, 0.48, -0.13], [-0.54, 0.07, 0.78], [0.15, -0.26, -0.08], [-0.15, 0.06, -0.11], [-0.08, 0.02, 0.15], [0.07, -0.02, -0.06], [0.17, -0.02, -0.37], [0.02, 0.08, 0.02], [-0.25, 0.07, -0.18], [0.31, 0.02, 0.05], [0.63, -0.30, -0.07], [-0.11, -0.17, -0.11], [-0.38, 0.41, -0.40], [-0.24, 0.02, 0.47], [0.19, 0.26, -0.05], [-0.04, 0.08, -0.01], [0.04, -0.27, 0.30], [0.22, 0.25, 0.85], [0.12, -0.38, -0.10], [-0.17, 0.16, -0.05], [0.22, 0.38, 0.07], [0.18, -0.02, -0.10], [0.17, -0.48, -0.74], [-0.22, -1.12, 0.32], [0.27, 0.23, 0.75], [0.89, -0.66, -0.35], [-0.47, 0.36, 0.31], [1.99, -0.02, -0.08], [-0.61, 0.35, 1.15], [-0.61, 0.09, 0.16], [-0.70, -0.41, 0.46], [1.54, 1.23, -1.61], [-0.65, 0.07, 0.26], [-0.17, 0.15, 0.35], [0.17, 0.18, 0.03], [0.04, 0.39, 0.05], [-0.30, 0.25, -0.19], [0.27, 0.05, -0.48], [-0.37, -0.10, 0.13], [-0.24, 0.24, 0.72], [-0.68, 0.01, -0.16], [-0.18, -0.27, 0.04], [0.26, -0.30, -0.48], [-0.12, 0.15, -0.08], [-0.83, -0.42, -0.01], [0.45, -0.16, -0.25], [-0.27, 0.09, 0.05], [-0.09, -0.27, -0.16], [0.00, 0.30, -0.37], [0.36, -0.04, 0.13], [-0.07, 0.10, -0.01], [0.30, -0.03, 0.08], [-0.71, 1.20, -2.15], [0.11, -0.72, 0.95], [0.69, -0.31, -0.78], [-0.98, 0.14, 0.02], [0.77, 0.19, 0.43], [0.59, -0.67, -0.57], [-0.33, -0.06, 0.54], [0.25, -0.25, 1.00], [0.52, -0.25, 0.33], [0.06, 0.86, -0.07], [-0.05, -0.34, 0.05], [0.18, 0.13, -0.16], [-0.32, 0.07, 0.44], [0.03, -0.08, 0.02], [-0.34, -0.09, -0.24], [-0.51, 0.07, -0.07], [-0.23, 0.35, 0.28], [0.41, -2.69, -0.77], [-0.08, 1.32, 0.04], [-0.52, 0.52, 0.64], [-0.05, 0.70, 0.35], [0.28, 0.22, -0.32], [0.02, -0.07, 0.09], [0.35, -0.03, -0.10], [-0.26, -0.23, -0.03], [0.12, 0.21, 0.00], [-0.28, -0.36, -0.03], [-0.22, 0.21, 0.12], [0.29, 0.09, 0.01], [-0.88, 1.33, -1.07], [0.30, -0.50, 0.12], [0.43, -0.28, 0.60], [0.02, -0.79, 0.20], [0.12, 0.00, 0.01], [0.04, 0.22, 0.13]], "e_above_lowest_kcal_mol": 0.0, "largest_force_ev_per_a": 2.8, "total_charge": 0, "orbital_gap_ev": 8.4, "homo_energy_ev": -8.009, "lumo_energy_ev": 0.38, "smiles": "CC1(C)CCCC(C)(C)N1O.CC1(C)CCCC(C)(C)N1O.CC1(C)CCCC(C)(C)N1O.CC1(C)CCCC(C)(C)N1O.COC[C@H](C)N.CO.CO.CO"}

---

Entry 2:
{"formula": "C2FI3", "method": "ωB97M-V/def2-TZVPD", "species": ["C", "C", "F", "I", "I", "I"], "positions_angstrom": [[-0.537, -0.863, 0.620], [1.546, 0.150, -0.677], [-1.585, -0.694, -0.137], [-0.200, -2.877, 0.784], [1.371, 1.250, -2.477], [3.202, 0.817, 0.391]], "forces_ev_per_angstrom": [[-0.23, 1.54, 0.14], [0.19, 0.18, -0.49], [0.10, 0.03, -0.17], [0.32, -1.36, 0.05], [-0.11, -0.25, 0.42], [-0.26, -0.14, 0.04]], "e_above_lowest_kcal_mol": 106.8, "largest_force_ev_per_a": 1.6, "total_charge": 0, "orbital_gap_ev": [6.9, 6.9], "homo_energy_ev": [-8.651, -8.652], "lumo_energy_ev": [-1.79, -1.79]}

---

Entry 3:
{"formula": "C5H6N2O", "method": "ωB97M-V/def2-TZVPD", "species": ["C", "C", "C", "C", "C", "H", "H", "H", "H", "H", "H", "N", "N", "O"], "positions_angstrom": [[-2.200, -0.245, 0.120], [0.400, -0.045, -0.280], [0.321, 1.418, -0.207], [1.625, -0.580, 0.089], [2.820, 0.000, -0.107], [-2.635, 0.686, -0.450], [-2.617, -1.367, 0.214], [-1.959, -0.145, 1.538], [-0.835, -1.637, -0.712], [1.330, 1.941, -0.072], [1.466, -1.751, 0.324], [-0.737, -0.715, -0.415], [3.850, 0.478, 0.010], [-0.830, 1.961, -0.051]], "forces_ev_per_angstrom": [[2.83, -2.57, 3.38], [1.59, 0.36, 0.73], [-3.52, 2.34, 1.32], [-5.29, -4.73, -0.59], [1.63, 0.63, 0.83], [0.65, -2.42, 1.49], [-0.21, 3.07, -0.92], [-0.97, 0.51, -4.57], [0.77, -1.53, -0.31], [-1.42, -0.20, -0.36], [1.20, 2.72, -0.48], [-3.81, 2.23, 0.88], [1.62, 0.76, -0.48], [4.94, -1.17, -0.92]], "e_above_lowest_kcal_mol": 101.5, "largest_force_ev_per_a": 7.1, "total_charge": 0, "orbital_gap_ev": 8.1, "homo_energy_ev": -8.900, "lumo_energy_ev": -0.79}